# 1
Here is a cluster of 2 separate species, C5H8O in total from the OMol25 dataset. Energies are from ωB97M-V/def2-TZVPD.

XYZ file:
```
14
Properties=species:S:1:pos:R:3:forces:R:3
C -0.86679 1.86382 0.58333 -0.1 -0.1 -0.1
C -0.75179 0.72827 -0.05477 0.1 0.0 0.0
C -0.39218 -0.41986 -0.56534 0.0 0.2 0.1
C -1.01722 -1.34748 -1.56554 -0.1 0.0 0.0
H -1.34133 1.92554 1.55960 0.0 -0.1 -0.2
H -0.43553 2.78479 0.19809 -0.1 -0.2 -0.1
H 0.55662 -0.78767 -0.17341 -0.1 -0.1 -0.1
H -1.16685 -2.32235 -1.08847 0.0 0.1 -0.2
H -1.97611 -1.00223 -1.95319 0.1 0.1 0.1
H -0.33326 -1.49964 -2.40970 -0.1 0.0 0.1
C 1.93873 0.01501 1.37063 0.0 0.3 0.2
O 1.65365 1.07179 1.86989 0.3 -0.5 -0.1
H 2.54370 -0.05805 0.44491 0.0 0.1 0.1
H 1.58836 -0.95193 1.78397 0.1 0.1 0.1
```
Forces are in eV/Å.

E_LUMO: 0.84 eV
Total energy: -7359.2409 eV
Maximum force: 0.579 eV/A
Energy relative to the best compared isomer or geometry (same formula, charge and spin): 69.5 kcal per mole
HOMO level: -0.3482 Ha
Structure (SMILES): C=C=CC.C=O
Charge: 0
Spin multiplicity: 1
Frontier orbital gap: 10.313 eV

# 2
Here is a cluster of 2 separate species, C2H7NS in total at a distorted geometry from the OMol25 dataset. Energies are from ωB97M-V/def2-TZVPD.

XYZ file:
```
11
Properties=species:S:1:pos:R:3:forces:R:3
C -1.84549 1.40044 2.05400 -0.1 1.3 -0.6
C -2.04128 0.37757 1.20262 1.6 1.0 2.1
N -1.37059 0.28918 -0.00167 -1.1 0.0 0.5
H -2.20320 1.57176 3.05877 -0.6 -0.9 -0.1
H -1.32864 2.31110 1.74442 0.2 -0.3 -0.4
H -2.47344 -0.47839 1.70139 -0.3 -0.6 -0.9
H -1.08909 1.12799 -0.47006 0.1 -0.2 -0.1
H -1.23913 -0.60906 -0.38748 0.1 -0.4 -0.7
S 4.97084 -1.65953 -3.19451 0.0 0.5 0.2
H 4.64544 -2.93166 -3.39472 -0.2 -0.2 0.1
H 3.97460 -1.39940 -2.31274 0.3 -0.3 -0.3
```
Forces are in eV/Å.

E_LUMO: 0.71 eV
Total energy: -14511.5780 eV
Maximum force: 2.823 eV/A
Energy relative to the best compared isomer or geometry (same formula, charge and spin): 25.0 kcal per mole
HOMO level: -0.2964 Ha
Structure (SMILES): C=CN.S
Charge: 0
Spin multiplicity: 1
Frontier orbital gap: 8.778 eV

# 3
Here is the molecule C6H9N2O2P at a distorted geometry from the OMol25 dataset. Energies are from ωB97M-V/def2-TZVPD.

XYZ file:
```
20
Properties=species:S:1:pos:R:3:forces:R:3
C 2.48346 1.02337 0.09709 0.6 0.1 1.2
C 1.20205 0.34470 0.79238 0.0 0.5 0.0
C -0.01735 -0.00125 -0.20720 -0.3 -2.8 -1.3
C 0.22135 0.41136 -1.73214 2.0 3.1 -2.3
N 0.60329 0.96071 -2.74889 -2.4 -3.4 5.6
C -0.19482 -1.63353 -0.17393 -0.3 0.2 -0.9
C -1.53458 -2.09792 -0.90695 -3.2 -2.5 0.0
N -2.57216 -2.61505 -1.26754 5.8 3.1 1.8
P -1.54745 0.95245 0.39740 -0.7 4.2 0.4
O -2.86609 0.82852 -0.69534 1.2 -0.2 1.2
O -1.97515 0.55086 2.01116 0.7 -2.2 -2.5
H 3.37031 0.88482 0.83797 -1.5 0.2 -1.2
H 2.34782 2.16904 0.01143 0.1 -2.0 -0.3
H 2.81804 0.52910 -0.88201 -0.8 0.9 1.4
H 0.77084 1.05048 1.61078 0.8 -1.1 -1.4
H 1.50203 -0.63001 1.32737 -0.4 1.5 -0.9
H -0.15417 -1.98893 0.92971 -0.4 0.5 -2.0
H 0.69943 -2.08410 -0.73171 -1.4 0.4 0.8
H -3.15257 1.77330 -0.82206 0.5 -1.3 0.3
H -2.00425 -0.42792 2.15247 -0.3 0.9 0.2
```
Forces are in eV/Å.

E_LUMO: -0.06 eV
Total energy: -22729.1346 eV
Maximum force: 6.918 eV/A
Energy relative to the best compared isomer or geometry (same formula, charge and spin): 68.6 kcal per mole
HOMO level: -0.3271 Ha
Structure (SMILES): CC[C@@](C#N)(CC#N)P(O)O
Charge: 0
Spin multiplicity: 1
Frontier orbital gap: 8.839 eV

# 4
Here is the ion C4H5O3 with charge -1 at a distorted geometry from the OMol25 dataset. Energies are from ωB97M-V/def2-TZVPD.

XYZ file:
```
12
Properties=species:S:1:pos:R:3:forces:R:3
O -2.22048 -1.50843 -0.02777 -0.2 1.1 -0.3
C -1.45032 -0.63016 -0.37681 0.7 0.4 -0.6
C 0.00786 -0.93256 -0.57661 0.4 -0.1 3.2
C 0.87945 0.27203 -0.17927 0.3 1.0 1.6
C 0.46629 1.20394 1.07385 -2.0 -0.8 -1.5
O -0.71309 1.65301 0.92716 0.4 0.1 0.1
O 1.23702 1.42001 1.99076 1.3 -0.1 0.7
H -1.55266 0.51577 -0.47734 -1.2 -1.5 0.2
H 0.40351 -1.04985 -1.54371 -0.4 -1.1 -1.6
H 0.23268 -1.80597 0.13262 -0.1 0.9 -1.3
H 1.86027 -0.15897 0.04540 0.2 0.6 -0.5
H 0.84948 1.02117 -0.98827 0.5 -0.5 0.0
```
Forces are in eV/Å.

E_LUMO: 4.06 eV
Total energy: -10372.1643 eV
Maximum force: 3.261 eV/A
Energy relative to the best compared isomer or geometry (same formula, charge and spin): 19.2 kcal per mole
HOMO level: -0.1488 Ha
Structure (SMILES): O=CCCC(=O)[O-]
Charge: -1
Spin multiplicity: 1
Frontier orbital gap: 8.107 eV

# 5
Here is the ion CH3NO2P with charge -1 at a distorted geometry from the OMol25 dataset. Energies are from ωB97M-V/def2-TZVPD.

XYZ file:
```
8
Properties=species:S:1:pos:R:3:forces:R:3
N -1.48062 0.02647 0.19613 -1.1 1.0 1.1
P -0.13547 -1.06015 0.24887 0.1 0.1 -0.6
C 1.37917 0.14565 0.04588 3.9 -3.3 -1.1
O 1.06202 1.31512 0.17371 0.4 0.7 0.0
O 2.59241 -0.47305 -0.18545 -5.0 2.5 1.0
H -1.72407 0.59737 1.01552 0.3 -1.3 0.5
H -1.29530 0.83495 -0.35182 0.7 0.4 -1.5
H -0.39815 -1.38637 -1.14284 0.7 -0.1 0.6
```
Forces are in eV/Å.

E_LUMO: 4.44 eV
Total energy: -15960.4763 eV
Maximum force: 5.701 eV/A
Energy relative to the best compared isomer or geometry (same formula, charge and spin): 9.8 kcal per mole
HOMO level: -0.1324 Ha
Structure (SMILES): NPC(=O)[O-]
Charge: -1
Spin multiplicity: 1
Frontier orbital gap: 8.044 eV

# 6
Here is a cluster of 19 separate species, C9H56O19 in total at a distorted geometry from the OMol25 dataset. Energies are from ωB97M-V/def2-TZVPD.

XYZ file:
```
84
Properties=species:S:1:pos:R:3:forces:R:3
O -2.01204 2.62119 0.29103 -0.2 0.0 -0.7
H -2.18010 3.54824 0.46006 -0.1 0.3 0.1
H -1.58014 2.30688 1.08532 0.2 0.0 0.7
O -4.27292 0.15749 -3.22898 -0.3 0.0 0.2
H -3.34792 -0.07684 -3.15351 0.2 -0.2 -0.2
H -4.26684 1.08208 -3.47661 0.0 0.3 0.0
O 2.16371 1.18588 -2.73529 0.9 0.0 0.4
H 2.45683 0.64899 -3.47155 0.0 0.0 -0.4
H 1.22100 1.28331 -2.86964 -0.8 -0.2 -0.4
O -5.13959 -2.92192 -2.22663 -0.8 0.4 -0.2
H -5.66717 -3.71964 -2.26591 -0.3 -0.1 -0.1
H -4.29115 -3.21158 -1.89127 0.4 -0.1 0.1
O -3.80444 -0.46572 3.54545 0.2 0.1 0.7
H -4.10239 0.40460 3.28088 0.0 0.3 0.1
H -3.95938 -1.01608 2.77777 -0.4 -0.4 -0.7
O 4.74854 1.24833 -1.49734 0.3 -0.2 0.5
H 5.31450 0.96631 -2.21593 0.2 0.0 -0.2
H 3.90101 0.84603 -1.68727 -0.6 0.2 -0.2
O -1.97999 -1.56543 -3.84208 0.2 0.0 0.3
H -1.87452 -2.45800 -3.51280 -0.1 -0.4 0.0
H -1.92434 -1.65253 -4.79367 -0.1 0.2 -0.4
O -0.60117 -3.87558 -2.72493 0.1 0.1 0.0
H -0.39990 -4.79528 -2.89777 -0.1 -0.4 -0.1
H 0.18810 -3.40328 -2.98990 0.2 0.3 -0.1
O -2.89283 -3.75311 -1.23082 0.1 -0.1 0.6
H -2.98425 -4.70469 -1.18218 -0.1 -0.3 0.1
H -2.15456 -3.61293 -1.82374 0.5 0.0 -0.1
O -2.08216 2.60647 -2.44896 0.1 -0.1 -0.6
H -1.87932 2.37947 -1.54146 -0.1 0.1 0.9
H -2.62964 3.38894 -2.38400 -0.1 0.2 -0.2
O -4.27347 -1.53786 1.05401 0.1 0.0 0.3
H -4.36521 -2.30482 0.48871 -0.1 -0.3 -0.2
H -4.43749 -0.79271 0.47604 -0.2 0.2 -0.3
O -0.50283 0.66973 -3.54181 0.9 0.1 0.1
H -1.09254 1.31245 -3.14762 -0.5 0.7 -0.2
H -0.88579 -0.17784 -3.31554 -0.2 -0.5 -0.3
O -1.20848 -1.09531 3.37435 1.1 -0.2 -0.6
H -0.98168 -2.00795 3.55292 0.2 -0.3 0.1
H -2.10394 -1.00252 3.69957 -1.1 0.5 0.2
O 2.73853 1.57485 3.11948 0.4 -0.3 0.6
H 2.49653 1.84984 2.23515 -0.2 0.6 -0.9
H 2.59008 0.62925 3.12583 -0.3 -0.1 0.2
O 0.43400 -4.10409 1.73108 0.4 -0.3 0.5
H 0.98385 -4.63687 1.15660 0.0 -0.4 -0.1
H 0.18320 -3.35257 1.19392 -0.3 0.5 -0.4
O -1.36053 1.75238 2.81447 -0.1 0.3 -0.4
H -1.26542 0.84301 2.53123 0.0 -0.6 0.3
H -0.97426 1.77268 3.69004 0.2 0.1 0.2
C 1.73074 4.84161 -0.59737 -0.1 -0.1 0.0
C 2.06510 4.34622 0.81033 -0.7 2.0 -1.2
C 0.99747 4.71775 1.83044 0.1 -0.9 -0.1
O 2.20265 2.96764 0.63136 0.2 -1.4 1.1
H 0.82322 4.34353 -0.93855 -0.4 0.3 0.1
H 2.50006 4.42835 -1.24966 0.3 0.5 -0.3
H 1.66576 5.92384 -0.70993 0.0 -0.1 0.0
H 2.99780 4.84486 1.07401 0.3 -0.4 0.3
H 1.34254 4.47082 2.83446 0.0 0.3 0.1
H 0.11574 4.10015 1.65951 -0.1 0.0 -0.1
H 0.69900 5.76195 1.73734 0.3 0.0 0.2
H 2.26619 2.81771 -0.31473 0.2 -0.3 0.0
C -1.74715 -0.59030 -0.53281 -0.5 0.2 -0.2
C -0.29642 -0.82945 -0.46741 2.1 1.0 0.2
C 0.64973 0.38481 -0.29101 -1.3 0.1 -0.4
O -0.01838 -1.61159 0.70690 0.8 -1.2 -0.6
H -2.22549 -1.45685 -0.98931 -0.2 0.2 0.1
H -1.94595 0.30435 -1.12287 -0.4 -0.1 0.2
H -2.10117 -0.51491 0.49534 -0.5 0.5 -0.2
H 0.00790 -1.34394 -1.37888 0.3 -0.5 0.2
H 1.69289 0.09690 -0.42148 0.0 0.0 0.1
H 0.48853 0.83510 0.68846 0.1 0.0 0.1
H 0.43176 1.15013 -1.03592 0.1 0.0 0.1
H -0.71881 -1.41835 1.33431 -0.3 0.1 0.8
C 4.11068 -2.03913 0.66504 0.5 -1.2 -0.8
C 3.47783 -1.91091 2.02587 1.1 2.0 1.1
C 4.45260 -1.49496 3.08540 0.0 -0.4 1.0
O 2.37406 -1.04330 2.04417 1.4 -0.8 0.5
H 4.92353 -2.75098 0.80877 0.2 0.1 0.2
H 4.57093 -1.10822 0.33389 -0.5 0.1 -0.2
H 3.46565 -2.58883 -0.02043 -0.2 0.7 -0.4
H 3.08908 -2.90531 2.24529 -0.7 -0.7 0.2
H 4.97724 -0.55553 2.91129 -0.3 0.2 -0.4
H 5.22134 -2.25337 3.23354 -0.1 -0.1 -0.1
H 3.92001 -1.41361 4.03294 0.1 0.1 0.1
H 1.85184 -1.33943 1.29504 -2.0 0.2 -1.1
```
Forces are in eV/Å.

E_LUMO (spin up / spin down): -2.95 / -8.96 eV
Total energy: -49135.9319 eV
Maximum force: 2.514 eV/A
HOMO level (spin up / spin down): -0.4628 / -0.4623 Ha
Charge: +1
⟨S²⟩: 0.76
Spin multiplicity: 2
Frontier orbital gap (spin up / spin down): 9.640 / 3.623 eV